(1)
The following is a quantum chemistry calculation of C17H10F4N2O in the gas phase, from OMol25.

XYZ file:
```
34
C17H10F4N2O, DFT ωB97M-V/def2-TZVPD
H -0.5321 -0.2941 2.1948
H 2.1686 -0.9306 -0.8202
C 4.5033 0.9021 -0.7490
C 0.1016 -3.4265 0.1293
C -1.1780 0.5235 1.9037
C 2.0006 0.1334 -0.7975
C 1.1070 2.1576 -0.7071
H 0.3589 2.9312 -0.6885
C -2.3372 1.8874 0.3019
H -1.0727 0.6141 -1.4955
C -0.5552 0.2486 -0.6072
O 5.4168 1.6821 -0.7616
H 4.7476 -0.1942 -0.7987
F 0.7773 -4.1090 1.1168
H -1.2273 -1.2608 -2.7426
C -0.8198 -1.8595 -1.9360
H 0.6941 -4.8688 -1.3876
C 0.1792 -3.9428 -1.1543
H -2.6354 2.0966 -0.7202
N 2.4144 2.3355 -0.6271
C -0.3636 -2.1388 0.4129
F -0.3206 -3.6018 -3.4490
F -1.2634 1.1310 4.2075
H -0.4313 -1.8500 1.4553
C -0.6040 -1.2879 -0.6734
C -1.7120 1.3229 2.9207
C 3.0050 1.0905 -0.7085
C -2.4536 2.4693 2.6772
N 0.7911 0.8060 -0.7498
C -2.8175 2.6712 1.3527
C -0.3892 -3.1625 -2.1509
H -2.6833 3.1991 3.4466
C -1.3839 0.8955 0.5732
F -3.4851 3.8298 1.0322
```

Results
* LUMO: -0.1 eV
* SMILES string: O=Cc1cn(C(c2cc(F)cc(F)c2)c2cc(F)cc(F)c2)cn1
* gap between HOMO and LUMO: 9.3635 eV
* highest occupied orbital energy: -9.46 eV

natural (NBO) population analysis, charges in e, atoms 1 to 6: 0.23, 0.23, 0.42, 0.43, -0.30, -0.04

=====

(2)
The following is a quantum chemistry calculation of C17H10OS2 in the gas phase, from OMol25.

XYZ file:
```
30
C17H10OS2, DFT ωB97M-V/def2-TZVPD
C -3.4526 1.5060 1.8591
C -2.1667 -0.0559 0.5116
C -3.3889 -0.5228 -0.1122
H -5.5427 1.5823 1.5782
C 4.9042 0.0605 -0.8124
C 0.4996 -0.4070 0.3834
H -5.5014 -0.4177 -0.1782
C 2.6869 -0.7314 -0.8129
C -4.6111 0.0033 0.3347
H -3.5600 2.2372 2.6148
H -1.3138 1.3874 1.9576
C -0.9715 -1.6675 -1.0832
H -2.0517 -2.5102 -2.6290
H -4.2353 -1.6256 -1.6737
C -4.5851 1.0896 1.2479
C -2.1764 -1.8589 -1.7917
S 0.6480 -2.2340 -1.4706
C -2.2121 0.9781 1.4904
C -3.3437 -1.3412 -1.2788
O 0.7123 0.2737 1.3449
C 3.6515 0.1321 -0.2582
H 5.1004 -0.5363 -1.6910
H 5.7922 2.4505 1.3633
H 6.8790 1.2709 -0.4595
H 3.0194 -1.4019 -1.6130
C 5.8184 1.0821 -0.2085
C -0.9320 -0.7218 0.0019
S 3.6188 1.2941 1.1054
C 5.2379 1.7543 0.7527
C 1.4764 -1.0698 -0.4730
```

Results
* LUMO: -0.8 eV
* SMILES string: O=C1/C(=C\c2cccs2)Sc2ccc3ccccc3c21
* gap between HOMO and LUMO: 7.0600 eV
* energy above the lowest of the compared OMol25 structures with the same formula, charge and spin: 0.0 kJ/mol
* highest occupied orbital energy: -7.84 eV

natural (NBO) population analysis, charges in e, atoms 1 to 6: -0.21, -0.05, -0.07, 0.21, -0.19, 0.50

=====

(3)
The following is a quantum chemistry calculation of a molecular structure, C17H11Cl2FeN4O2S, from OMol25.

XYZ file:
```
38
C17H11Cl2FeN4O2S, DFT ωB97M-V/def2-TZVPD
C 0.6736 -2.7010 -0.1665
C 0.6910 -1.7798 0.9335
C 0.6406 -2.1872 2.2820
C 0.7313 0.1417 2.8815
H -5.2793 1.1444 -0.7835
N 0.7626 -0.4617 0.5833
C -1.9707 0.7156 -1.4623
C 0.7822 0.4607 1.5157
N 0.8296 1.6023 -1.4482
O -1.1562 -0.1882 -1.8295
C -0.1994 2.4299 -1.3790
H 0.6265 -1.4445 4.3060
O 0.7206 -2.2505 -1.3812
C -3.3514 0.4079 -1.2485
C 3.0501 1.4916 -1.7116
S 2.9392 -0.1394 -2.1324
C -3.8242 2.7457 -0.8102
H -3.6501 -0.6251 -1.3650
H 0.0608 3.4846 -1.3612
H 0.8489 1.4894 1.1837
C -4.2360 1.3910 -0.9366
Fe 0.7510 -0.3623 -1.4457
C 0.5617 -4.4700 1.5135
C -2.5165 3.0713 -0.9847
H -2.1847 4.0980 -0.8830
N 4.2458 2.1128 -1.6251
C 0.5742 -3.5738 2.5449
Cl 0.5087 -4.1413 4.1871
H 0.7481 0.9360 3.6137
H 0.5139 -5.5303 1.7195
C 0.6107 -4.0448 0.1778
H 5.0827 1.6275 -1.8878
C 0.6621 -1.1706 3.2604
C -1.5478 2.0718 -1.2806
N 1.9967 2.2673 -1.4652
H 4.2672 3.1042 -1.4663
Cl 0.5900 -5.2303 -1.0784
H -4.5534 3.5070 -0.5703
```

Results
* multiplicity: 2
* ⟨S²⟩: 1.176
* LUMO (spin up / spin down): -1.6 / -0.9 eV
* gap between HOMO and LUMO (spin up / spin down): 6.2176 / 6.7583 eV
* highest occupied orbital energy (spin up / spin down): -7.85 / -7.66 eV

natural (NBO) population analysis, charges in e, atoms 1 to 6: 0.39, 0.07, -0.04, -0.27, 0.21, -0.44

=====

(4)
The following is a quantum chemistry calculation of C17H11ClN4O3S2 in the gas phase, from OMol25.

XYZ file:
```
38
C17H11ClN4O3S2, DFT ωB97M-V/def2-TZVPD
N 3.0851 -3.7053 -1.9048
H -3.8038 3.6327 0.8825
O 0.0072 4.1716 -2.0900
C -0.6496 -2.1257 -2.7764
H -2.3694 4.0542 -1.1323
H -0.6989 -3.2272 -4.6493
H -2.9515 2.5968 3.8902
C -3.2771 2.0911 2.9684
C -1.9687 3.5002 -0.2956
N 0.7294 -1.0325 1.2562
H 3.9651 -1.6819 1.7001
C -1.0768 1.8383 1.8056
N 0.1706 3.1620 -1.4063
S -0.5183 0.6789 3.1340
H -0.4856 -1.3412 -0.8394
C -0.0689 -3.0173 -3.7969
H 1.6247 -4.2697 -4.3190
C 1.9473 -1.6197 0.9436
C -0.6554 2.9648 -0.3200
Cl -2.1998 -1.4270 -2.9964
N 1.3653 -2.4004 -1.3858
H 4.0758 -3.4132 0.0110
C 3.2267 -3.2071 -0.6185
C 0.0317 -1.8685 -1.5998
H -4.2920 2.4409 2.7884
H -3.2656 1.0223 3.1168
C -2.3461 2.3984 1.8525
O 0.1428 1.5631 4.0969
H 0.7957 1.7363 0.7496
C -0.2287 2.1832 0.7650
C -2.8183 3.2342 0.8229
C 1.9344 -3.2888 -2.3291
C 2.9504 -1.3493 1.8102
C 1.1961 -3.5814 -3.5957
C 0.8210 -0.2886 2.3493
S 2.3980 -0.3439 3.0933
C 2.1858 -2.3667 -0.2898
O 1.0215 2.2863 -1.6917
```

Results
* LUMO: -1.0 eV
* gap between HOMO and LUMO: 7.3121 eV
* energy above the lowest of the compared OMol25 structures with the same formula, charge and spin: 299.7 kJ/mol
* highest occupied orbital energy: -8.28 eV

natural (NBO) population analysis, charges in e, atoms 1 to 6: -0.45, 0.23, -0.36, -0.10, 0.24, 0.23

=====

(5)
The following is a quantum chemistry calculation of a gas-phase ion, C17H11ClNO3S3 (charge -1), from OMol25.

XYZ file:
```
36
C17H11ClNO3S3, DFT ωB97M-V/def2-TZVPD
H -4.1896 -0.5859 -4.5396
H -1.0601 2.1566 0.0426
C -2.4226 -1.5589 -2.5456
H 2.9937 -2.3216 2.6002
H -5.4787 0.4468 -1.8313
C 0.5136 0.8832 0.7114
H 5.0182 1.5093 2.2778
C -2.4649 0.6896 -1.8551
C 3.8267 -1.6080 2.7728
C 6.0640 -0.1178 3.3496
S -2.7251 -2.6978 -3.7218
C 4.9321 0.4841 2.7421
Cl 4.8136 -3.8458 3.8576
N -3.0127 -0.3098 -2.6033
H 0.2170 2.6252 1.9352
O -7.1722 1.5281 -3.1569
H 6.8520 0.4849 3.7494
S 1.6442 -0.5267 0.6159
C -4.1499 -0.0058 -3.5611
H -4.0069 0.9959 -4.0261
H 6.8991 -1.9150 4.0725
C -0.6846 1.1087 -0.0651
C -6.5208 0.6391 -3.7165
O -2.9518 1.8039 -1.8991
C 4.8552 -2.2031 3.3877
H 2.8029 2.2222 2.7563
C 0.8623 1.8060 1.6315
C 5.9351 -1.4413 3.6850
S -0.9186 -1.4762 -1.4688
C 3.8680 -0.2937 2.3036
H -5.8769 -1.0205 -2.5854
C -5.5091 -0.0534 -2.7964
C 2.1761 1.5871 2.1147
C -1.2581 0.2296 -1.0656
O -6.5069 0.4188 -4.9285
C 2.6358 0.3624 1.7602
```

Results
* charge: -1
* LUMO: 0.8 eV
* SMILES string: O=C([O-])CCN1C(=O)/C(=C/c2ccc(-c3cccc(Cl)c3)s2)SC1=S
* gap between HOMO and LUMO: 4.9057 eV
* energy above the lowest of the compared OMol25 structures with the same formula, charge and spin: 163.7 kJ/mol
* highest occupied orbital energy: -4.06 eV

natural (NBO) population analysis, charges in e, atoms 1 to 6: 0.27, 0.25, -0.03, 0.23, 0.21, -0.20

=====

(6)
The following is a quantum chemistry calculation of 3 unconnected molecules or ions with the total composition C17H11F19N2O4S2, from OMol25.

XYZ file:
```
55
C17H11F19N2O4S2, DFT ωB97M-V/def2-TZVPD
N 2.8447 -3.3077 -3.9190
C 0.1639 1.9647 1.0987
F -3.0072 4.0969 2.8942
H 2.2114 2.4294 0.5125
C -4.0633 5.3872 4.5435
H -2.3748 2.0239 0.4096
H -1.0016 -6.1215 -5.7739
H 3.4040 -8.1862 -5.8787
N 0.0888 -3.4695 -4.4633
F -3.7032 3.0322 4.6584
C 2.7643 -7.2402 -5.6149
O 5.6414 -4.8899 -3.4405
C -3.0298 3.7006 8.0283
C 1.1414 -7.3414 -5.9479
F 0.3202 2.5084 2.3366
H -2.7299 2.7111 8.3839
F -0.7789 4.4375 8.0323
F -2.6316 2.2344 -2.4272
F 1.4295 1.0962 -0.7376
F -5.2880 5.1911 3.9832
F -0.4623 2.2359 -2.2702
S 5.3204 -5.9372 -4.5353
F -1.5236 -0.2616 -2.7843
F 2.1070 0.5858 1.2690
F -3.4022 4.4468 9.1035
O 5.7379 -7.3384 -3.9585
C 2.4941 -4.6384 -4.5471
F -0.6654 0.9061 1.2613
C 3.4868 -5.9306 -4.9176
O -0.4947 2.9614 0.3184
H 0.6601 -8.3049 -6.4501
C -3.1459 4.2047 4.2535
H -1.3714 5.3568 4.8678
C 0.1689 -6.0738 -5.5796
H -2.5984 -0.0434 -1.1288
F 6.7655 -4.1429 -6.0843
F -0.6404 -0.2169 -0.8060
C -1.8931 4.3763 7.2531
F -4.1391 3.5496 7.2602
O -1.5104 3.6489 6.0867
F 7.7507 -6.2867 -5.7220
C 1.5322 1.5728 0.5295
H -1.0602 3.8151 4.1407
F 5.9017 -6.0324 -7.3139
H -2.2442 3.4901 -0.5045
C 0.8604 -4.7261 -4.8784
C -1.5912 1.8164 -1.6389
C -1.7194 2.5499 -0.2949
C -1.7324 4.3215 4.8443
F -4.2815 5.5619 5.8661
C 6.4402 -5.6093 -6.0006
F -2.1742 5.6557 6.9081
S 1.3278 -2.3817 -3.8077
H -3.6579 6.3156 4.1308
C -1.6469 0.2955 -1.5487
```

Results
* LUMO: -2.5 eV
* SMILES string: O=S(=O)(c1cccc2nsnc12)C(F)(F)F.FC(F)C(F)(F)COC(F)(F)C(F)F.FC(F)C(F)(F)COC(F)(F)C(F)F
* gap between HOMO and LUMO: 7.0701 eV
* highest occupied orbital energy: -9.60 eV

natural (NBO) population analysis, charges in e, atoms 1 to 6: -0.52, 0.85, -0.33, 0.16, 0.52, 0.22

=====

Calculated energy, -1237.98003; -1525.37665; -3606.25682; -2355.58128; -2589.66713; -3758.21314 Eh (same order as the records).
Calculated molecular weight, 334.27; 294.40; 462.12; 418.89; 408.93; 732.38 g/mol (same order as the records).
Calculated max |F|, 2.3; 4.2; 2.5; 4.4; 4.7; 8.8 eV/Å (same order as the records).